Entry 1:
{
  "formula": "C2H3N5O",
  "method": "ωB97M-V/def2-TZVPD",
  "species": ["O", "N", "N", "N", "N", "N", "C", "C", "H", "H", "H"],
  "coordinates": [[2.844189, -0.464850, 0.070512], [0.227846, -1.042968, -0.359250], [-1.684356, 0.814032, -0.037261], [-0.934551, -1.375945, -0.245839], [-0.346549, 1.287348, -0.184373], [1.937577, 0.790091, -0.020277], [0.648799, 0.410217, -0.204446], [-1.936481, -0.443782, 0.164447], [-2.918411, -0.832539, 0.751141], [2.439478, -1.394311, 0.349558], [-0.277545, 2.252706, -0.284214]],
  "forces_ev_per_angstrom": [[-1.2, -0.2, 0.3], [2.2, 2.0, -0.7], [0.3, 0.6, 1.5], [-1.7, -1.0, 1.3], [-3.9, -3.0, -0.6], [-2.8, -4.4, -0.2], [4.3, -1.3, 1.3], [0.2, 1.2, 0.4], [2.4, 1.1, -2.3], [0.1, 3.3, -0.9], [0.1, 1.6, -0.3]],
  "multiplicity": 1,
  "largest_force_ha_per_bohr": 0.10108,
  "smiles": "O/N=c1\\nncn[nH]1",
  "e_above_lowest_kj_mol": 626.3,
  "e_tot_ev": -11614.3387,
  "homo_lumo_gap_ev": 7.813,
  "homo_energy_ha": -0.326
}


Entry 2:
{
  "formula": "C2H3N5O",
  "method": "ωB97M-V/def2-TZVPD",
  "species": ["O", "N", "N", "N", "N", "N", "C", "C", "H", "H", "H"],
  "coordinates": [[0.647105, -1.365809, 0.222857], [-1.432552, -0.688740, -0.082400], [2.003801, -1.090226, -0.078703], [0.131989, 0.945765, -0.016111], [-2.608643, 0.114309, -0.174405], [1.386899, 1.294907, 0.165054], [-0.192179, -0.425983, -0.252642], [2.290509, 0.106568, -0.282906], [-2.443489, 1.087798, 0.263782], [3.465473, 0.489786, -0.164036], [-3.248911, -0.468378, 0.399514]],
  "forces_ev_per_angstrom": [[1.4, -0.3, -0.7], [-1.0, -1.0, -1.2], [-0.1, -1.2, -0.4], [4.3, 1.8, 0.7], [2.4, 0.2, 1.6], [-3.3, -3.7, -2.6], [-3.1, 2.4, 2.2], [2.6, 4.2, 3.1], [-0.3, -1.9, -0.9], [-3.2, -1.5, -1.1], [0.3, 1.1, -0.6]],
  "multiplicity": 1,
  "largest_force_ha_per_bohr": 0.11371,
  "smiles": "N/N=c1\\nncno1",
  "e_above_lowest_kj_mol": 666.0,
  "e_tot_ev": -11613.9268,
  "homo_lumo_gap_ev": 7.978,
  "homo_energy_ha": -0.336
}


Entry 3:
{
  "formula": "C2H3N5O",
  "method": "ωB97M-V/def2-TZVPD",
  "species": ["O", "N", "N", "N", "N", "N", "C", "C", "H", "H", "H"],
  "coordinates": [[-1.282231, 1.836501, 0.042624], [1.488962, 0.803006, -0.236065], [-0.852151, -1.626489, -0.030491], [-1.723218, -0.534572, 0.115801], [0.341044, 0.029613, -0.003773], [0.413812, -1.265717, -0.120951], [-0.988979, 0.665100, 0.068501], [2.535733, 0.086463, 0.173776], [-2.732040, -0.515633, -0.388836], [2.561632, -1.062286, 0.705831], [3.468577, 0.535641, -0.183304]],
  "forces_ev_per_angstrom": [[0.3, -1.4, 0.2], [2.3, -3.5, 2.0], [0.6, -1.2, -0.8], [-0.8, 1.0, -1.6], [0.4, 4.5, 0.0], [-5.8, -0.5, 0.8], [1.2, -1.5, -0.7], [-1.0, -0.2, -0.7], [3.3, -0.7, 1.9], [-0.4, 3.7, -1.6], [-0.1, -0.3, 0.6]],
  "multiplicity": 1,
  "largest_force_ha_per_bohr": 0.11513,
  "smiles": "C=Nn1nn[nH]c1=O",
  "e_above_lowest_kj_mol": 432.6,
  "e_tot_ev": -11616.3460,
  "homo_lumo_gap_ev": 9.471,
  "homo_energy_ha": -0.346
}


Entry 4:
{
  "formula": "C2H3N5O",
  "method": "ωB97M-V/def2-TZVPD",
  "species": ["O", "N", "N", "N", "N", "N", "C", "C", "H", "H", "H"],
  "coordinates": [[-0.923991, 0.077431, -0.095033], [-0.895308, -1.516632, 1.637077], [1.608504, 0.756175, 0.300819], [0.881874, -0.025370, 1.109799], [1.132622, 0.984572, -0.797067], [-0.618381, 0.469533, -2.240041], [-0.398885, -0.536496, 0.935983], [-0.149519, 0.517906, -1.085435], [-1.802955, -1.821262, 1.112761], [-0.158834, 1.129049, -2.898590], [1.324873, -0.034907, 2.019727]],
  "forces_ev_per_angstrom": [[-2.7, -0.4, -0.4], [-0.7, 1.8, -2.9], [-0.1, -0.4, 1.0], [1.2, -0.4, 3.0], [0.0, 1.4, -1.8], [-0.7, 1.3, -1.0], [0.7, -2.6, 2.0], [0.7, 0.2, -1.9], [1.8, 0.9, 1.4], [0.2, -1.1, 0.6], [-0.3, -0.6, -0.1]],
  "multiplicity": 1,
  "largest_force_ha_per_bohr": 0.06725,
  "smiles": "[H]/N=c1/[nH]nn/c(=N\\[H])o1",
  "e_above_lowest_kj_mol": 294.3,
  "e_tot_ev": -11617.7797,
  "homo_lumo_gap_ev": 9.815,
  "homo_energy_ha": -0.373
}


Entry 5:
{
  "formula": "C2H3N5O",
  "method": "ωB97M-V/def2-TZVPD",
  "species": ["O", "N", "N", "N", "N", "N", "C", "C", "H", "H", "H"],
  "coordinates": [[1.499451, -0.028107, -0.083168], [-1.042507, 1.949661, 1.512571], [0.271630, 0.055059, 0.522121], [-1.808887, -1.068290, -0.302239], [0.374323, -1.359246, -1.230211], [1.409360, -0.660863, -1.253706], [0.035979, 1.497276, 0.940659], [-0.611120, -0.687503, -0.335246], [1.167881, 1.757117, 0.870173], [-2.317051, -0.203888, 0.311539], [-1.823043, 1.398743, 1.111408]],
  "forces_ev_per_angstrom": [[1.6, 2.8, 0.6], [2.6, -0.6, -3.1], [-3.2, 1.3, -0.5], [-1.7, 4.4, 1.7], [-0.9, 2.0, -2.0], [-1.0, -3.5, 0.6], [0.8, -1.7, 1.5], [2.6, -2.4, 0.8], [-2.3, 1.3, 0.9], [1.2, -3.5, -1.7], [0.2, 0.1, 1.1]],
  "multiplicity": 1,
  "largest_force_ha_per_bohr": 0.09754,
  "smiles": "[H]/N=C\\n1onn/c1=N/[H]",
  "e_above_lowest_kj_mol": 641.4,
  "e_tot_ev": -11614.1823,
  "homo_lumo_gap_ev": 9.609,
  "homo_energy_ha": -0.378
}


Entry 6:
{
  "formula": "C2H3NO",
  "method": "ωB97M-V/def2-TZVPD",
  "species": ["O", "N", "C", "C", "H", "H", "H"],
  "coordinates": [[-0.529941, -2.828231, -0.300155], [-0.496712, -1.675552, 0.067034], [0.542461, 1.370346, 0.310747], [-0.047200, 1.737616, -0.671970], [0.266743, -1.676211, 0.816159], [-0.753116, 1.903002, -1.445392], [1.017765, 1.169030, 1.223576]],
  "forces_ev_per_angstrom": [[-0.4, 0.9, -0.1], [0.7, -1.7, 0.3], [-0.6, 0.7, -1.0], [0.1, -0.7, 0.9], [-0.4, 0.7, -0.2], [0.2, 0.2, -0.3], [0.5, -0.2, 0.4]],
  "multiplicity": 1,
  "largest_force_ha_per_bohr": 0.03592,
  "smiles": "C#C.N=O",
  "e_above_lowest_kj_mol": 480.5,
  "e_tot_ev": -5654.9243,
  "homo_lumo_gap_ev": 9.392,
  "homo_energy_ha": -0.355
}


Entry 7:
{
  "formula": "C2H3NO",
  "method": "ωB97M-V/def2-TZVPD",
  "species": ["O", "N", "C", "C", "H", "H", "H"],
  "coordinates": [[-0.064358, -0.021979, -1.563725], [-0.367079, 0.625204, 1.800764], [0.388773, -0.589579, -0.391189], [-0.158993, 0.106783, 0.783042], [-0.012135, -1.665464, -0.386190], [1.514212, -0.567374, -0.331850], [0.203662, 0.929010, -1.728633]],
  "forces_ev_per_angstrom": [[-0.2, 1.6, -1.8], [-0.1, -0.6, -1.5], [0.2, -1.0, 0.2], [0.5, 0.5, 2.1], [0.8, 1.5, 0.0], [-1.0, -0.3, 0.2], [-0.2, -1.8, 0.8]],
  "multiplicity": 1,
  "largest_force_ha_per_bohr": 0.04748,
  "smiles": "N#CCO",
  "e_above_lowest_kj_mol": 78.1,
  "e_tot_ev": -5659.0956,
  "homo_lumo_gap_ev": 12.013,
  "homo_energy_ha": -0.423
}


Entry 8:
{
  "formula": "C2H3NO2",
  "method": "ωB97M-V/def2-TZVPD",
  "species": ["O", "O", "N", "C", "C", "H", "H", "H"],
  "coordinates": [[0.894579, -0.362162, -0.236123], [-1.227409, 1.321847, 0.396296], [-1.868710, 0.361583, 0.069385], [-2.268847, -0.668113, -0.297386], [1.392050, -0.111272, 0.822924], [0.828166, -0.400681, 1.836324], [2.277335, 0.404166, 0.954023], [-2.226880, -1.680802, -0.432547]],
  "forces_ev_per_angstrom": [[0.5, -0.2, -0.1], [-1.0, 0.7, 0.1], [1.1, -1.9, -0.5], [0.1, 3.2, 0.8], [-3.6, -1.6, 1.6], [1.0, 0.4, -1.7], [2.3, 1.2, 0.1], [-0.3, -1.8, -0.4]],
  "multiplicity": 1,
  "largest_force_ha_per_bohr": 0.08358,
  "smiles": "C#[N+][O-].C=O",
  "e_above_lowest_kj_mol": 448.4,
  "e_tot_ev": -7703.1952,
  "homo_lumo_gap_ev": 10.871,
  "homo_energy_ha": -0.366
}


Entry 9:
{
  "formula": "C2H3NO2",
  "method": "ωB97M-V/def2-TZVPD",
  "species": ["O", "O", "N", "C", "C", "H", "H", "H"],
  "coordinates": [[2.089262, 1.093587, 0.914037], [-1.114460, -1.044571, -0.066790], [-2.071576, 0.436797, -1.615927], [1.732570, -0.110785, 1.018915], [-1.591683, -0.319771, -0.791984], [-2.573525, 1.167383, -1.492023], [2.532467, -0.693395, 1.634963], [0.996945, -0.529245, 0.398809]],
  "forces_ev_per_angstrom": [[-2.0, -3.2, 0.2], [1.5, -2.6, 2.0], [4.6, -6.9, -0.5], [5.5, 4.0, 1.0], [-2.3, 3.5, -2.7], [-4.1, 5.9, 1.0], [-2.0, 0.0, -0.7], [-1.3, -0.8, -0.4]],
  "multiplicity": 1,
  "largest_force_ha_per_bohr": 0.16209,
  "smiles": "N=C=O.C=O",
  "e_above_lowest_kj_mol": 188.2,
  "e_tot_ev": -7705.8924,
  "homo_lumo_gap_ev": 10.673,
  "homo_energy_ha": -0.370
}


Entry 10:
{
  "formula": "C2H3NO2",
  "method": "ωB97M-V/def2-TZVPD",
  "species": ["O", "O", "N", "C", "C", "H", "H", "H"],
  "coordinates": [[-0.180484, 0.753137, 1.681894], [-1.242652, -1.147367, -0.792630], [0.609927, 0.238441, -0.440763], [-0.131158, -0.772243, -1.064532], [0.664421, 0.973571, 0.738415], [1.559510, -0.031436, -0.851370], [0.600825, -1.334398, -1.821414], [1.755695, 1.642624, 0.600710]],
  "forces_ev_per_angstrom": [[4.4, 2.2, -4.2], [1.1, 0.6, -0.7], [3.1, -1.2, -2.2], [-0.8, -1.9, 0.7], [-1.7, -1.3, 3.1], [-1.2, 1.9, 1.1], [-1.6, 1.1, 1.0], [-3.3, -1.4, 1.3]],
  "multiplicity": 1,
  "largest_force_ha_per_bohr": 0.12598,
  "smiles": "O=CNC=O",
  "e_above_lowest_kj_mol": 182.1,
  "e_tot_ev": -7705.9554,
  "homo_lumo_gap_ev": 10.600,
  "homo_energy_ha": -0.386
}


Entry 11:
{
  "formula": "C2H3NO2",
  "method": "ωB97M-V/def2-TZVPD",
  "species": ["O", "O", "N", "C", "C", "H", "H", "H"],
  "coordinates": [[-1.467835, -0.837201, -0.085976], [1.300994, -0.960455, 0.072813], [0.067733, 0.976922, -0.086419], [1.205871, 0.257400, -0.033483], [-1.141754, 0.336139, 0.072859], [2.151402, 0.884809, -0.000680], [0.140813, 1.974154, -0.062075], [-1.816324, 1.122592, 0.536725]],
  "forces_ev_per_angstrom": [[1.2, 2.9, 0.1], [-0.4, 2.1, -0.3], [0.0, -1.2, -0.6], [3.2, -2.2, 0.5], [-2.7, -0.8, 1.1], [-0.9, -0.3, -0.2], [-0.3, 0.3, 0.1], [-0.2, -0.9, -0.6]],
  "multiplicity": 1,
  "largest_force_ha_per_bohr": 0.07698,
  "smiles": "O=CNC=O",
  "e_above_lowest_kj_mol": 64.4,
  "e_tot_ev": -7707.1751,
  "homo_lumo_gap_ev": 10.387,
  "homo_energy_ha": -0.366
}


Entry 12:
{
  "formula": "C2H3NO2",
  "method": "ωB97M-V/def2-TZVPD",
  "species": ["O", "O", "N", "C", "C", "H", "H", "H"],
  "coordinates": [[-1.206435, 0.525564, 0.130201], [0.800042, -1.349321, 0.132475], [-1.724437, -0.596031, 0.005971], [0.024983, 0.841303, -0.015492], [1.056869, -0.165619, -0.073108], [0.201531, 1.812551, 0.250944], [2.023697, 0.211694, -0.043148], [-1.176251, -1.280141, -0.387842]],
  "forces_ev_per_angstrom": [[-0.3, 1.8, 0.7], [0.4, -0.1, -0.7], [-4.8, -0.8, 0.9], [1.9, -2.0, -1.0], [-2.7, -0.4, 1.3], [0.6, 2.4, 0.2], [2.3, 0.7, -0.3], [2.7, -1.5, -1.0]],
  "multiplicity": 1,
  "largest_force_ha_per_bohr": 0.09684,
  "e_above_lowest_kj_mol": 515.9,
  "e_tot_ev": -7702.4957,
  "homo_lumo_gap_ev": [8.705, 8.482],
  "homo_energy_ha": [-0.338, -0.350]
}


> Number 4 is which compound?

C2H3N5O